63
Properties=species:S:1:pos:R:3:forces:R:3:mulliken_charge:R:1 method="wB97M-V/def2-TZVPD" charge=0 multiplicity=1 e_homo_ev=-8.8 fmax_ha_per_bohr=0.1970 homo_lumo_gap_ev=6.7
N -5.012 6.650 2.292 -1.05 -0.36 -2.46 -0.5794
P -4.997 6.188 0.734 -0.86 3.54 2.91 0.1437
N -4.934 4.422 0.501 0.30 -0.27 2.25 0.0072
C -6.003 3.683 1.275 -0.49 -3.06 0.59 0.8122
F -6.086 2.290 0.697 0.57 4.49 1.98 -0.2806
F -5.723 3.554 2.737 -0.88 0.39 -4.72 -0.2535
C -7.515 4.309 1.143 -2.39 -1.59 -0.10 0.0566
F -8.457 3.147 1.356 2.95 3.53 -0.73 -0.2589
F -7.848 4.849 -0.198 1.40 -1.52 3.99 -0.2399
S -3.316 3.910 0.918 6.88 -6.85 -2.88 0.9729
O -2.434 3.895 -0.388 -4.09 1.83 5.05 -0.4760
O -3.216 2.477 1.507 -1.67 6.23 -1.08 -0.5119
F -2.498 4.995 2.009 -2.55 -1.84 -2.25 -0.2586
H -5.878 7.219 2.447 0.92 -0.75 -0.02 0.2336
H -3.829 6.755 0.095 -0.67 -1.37 -0.14 0.1646
H -6.169 6.761 0.061 1.16 -1.13 -0.13 0.1802
H -7.738 5.048 2.035 0.47 -1.27 -2.25 0.2799
C 2.209 -1.074 -4.047 -0.17 -0.08 0.36 -0.9689
O 2.189 -0.638 -2.697 0.32 0.35 -0.46 -0.0922
C 3.471 -0.238 -2.215 -0.50 0.14 0.30 -0.5825
C 3.354 0.988 -1.304 0.39 0.06 -0.45 -0.2856
O 3.034 2.206 -1.988 -0.30 -0.40 0.05 -0.5119
C 1.707 2.311 -2.523 -0.01 0.26 0.27 -0.3539
C 0.602 2.378 -1.461 0.16 -0.54 -0.45 -0.5124
O 0.388 1.094 -0.879 0.33 0.23 0.32 -0.1558
C 0.071 1.154 0.502 -0.11 -0.21 -0.27 -0.4858
H 2.642 -2.076 -4.111 0.09 0.00 -0.18 0.2954
H 1.179 -1.111 -4.408 0.06 -0.03 0.15 0.2604
H 2.764 -0.378 -4.683 0.08 -0.03 0.00 0.3992
H 4.153 -0.011 -3.041 -0.07 0.03 -0.03 0.4642
H 3.880 -1.078 -1.645 0.24 0.04 0.08 0.3511
H 4.340 1.159 -0.851 -0.13 0.03 -0.19 0.4414
H 2.665 0.804 -0.489 -0.30 -0.14 0.07 0.0202
H 1.519 1.525 -3.255 -0.13 -0.14 0.20 0.0432
H 1.693 3.256 -3.080 0.09 -0.02 0.20 0.4400
H -0.338 2.684 -1.932 0.05 0.26 -0.06 0.3478
H 0.876 3.120 -0.703 0.01 -0.06 0.02 0.4015
H 0.767 1.806 1.040 -0.05 0.08 0.02 0.3874
H 0.169 0.145 0.916 -0.08 0.11 -0.16 0.0432
H -0.957 1.497 0.639 0.04 0.09 0.18 0.1098
C 0.439 -2.591 -0.668 0.20 0.06 -0.27 -0.5068
O 1.656 -3.106 -0.153 -0.23 0.12 0.48 -0.2192
C 2.176 -2.340 0.934 0.12 -0.65 -0.24 0.1358
C 2.790 -3.253 2.000 -0.38 0.42 0.19 -0.5830
O 1.833 -4.008 2.756 0.10 -0.11 -0.49 -0.4887
C 1.151 -5.060 2.058 0.17 -0.15 0.25 -0.2730
C 2.052 -6.230 1.643 -0.26 0.53 -0.41 -0.5507
O 2.866 -5.865 0.530 0.38 -0.02 0.42 -0.2278
C 4.162 -6.440 0.576 -0.30 0.23 -0.24 -0.8377
H 0.634 -1.702 -1.274 -0.18 0.06 0.10 -0.1295
H -0.013 -3.357 -1.302 0.14 -0.01 0.05 0.2676
H -0.268 -2.357 0.135 -0.01 0.04 0.06 0.4463
H 1.398 -1.722 1.393 -0.03 -0.07 -0.01 0.0801
H 2.951 -1.683 0.527 0.12 0.19 0.21 0.0696
H 3.298 -2.612 2.732 -0.21 -0.09 -0.06 0.4244
H 3.548 -3.898 1.572 0.06 -0.18 -0.27 0.1955
H 0.586 -4.664 1.214 0.23 -0.08 -0.17 0.0470
H 0.409 -5.445 2.768 0.21 0.04 0.05 0.4240
H 1.430 -7.075 1.329 -0.14 -0.08 0.22 0.4057
H 2.661 -6.537 2.501 0.04 0.05 -0.03 0.3492
H 4.620 -6.305 1.561 -0.01 -0.11 0.03 0.3839
H 4.787 -5.924 -0.159 -0.19 -0.09 0.03 0.2292
H 4.113 -7.501 0.319 0.16 -0.12 0.10 0.3101


54
Properties=species:S:1:pos:R:3:forces:R:3:mulliken_charge:R:1 method="wB97M-V/def2-TZVPD" charge=+1 multiplicity=5 e_homo_ev="-11.4 / -11.7" fmax_ha_per_bohr=0.0569 homo_lumo_gap_ev="7.6 / 6.3" s2=6.204
Fe -0.010 -0.004 0.083 0.19 -0.94 2.31 0.2376
P -2.228 0.380 -0.381 0.23 -1.11 0.03 1.0622
C -2.140 0.781 -2.122 0.50 0.88 0.44 -1.4737
C -0.885 1.283 -2.533 0.61 -0.05 -0.01 1.1927
N 0.212 1.059 -1.709 0.46 0.65 -1.30 0.0509
C 1.435 1.411 -2.168 -0.85 0.15 0.34 0.8142
C 1.612 2.101 -3.355 0.01 0.14 -0.63 -0.8445
C 0.514 2.388 -4.156 0.12 0.35 -0.10 -0.4856
C -0.733 1.969 -3.756 -0.58 -0.41 0.20 -1.0199
C 2.637 1.046 -1.367 0.30 0.18 0.47 -1.2567
P 2.244 -0.420 -0.334 0.86 -0.06 -0.46 1.0097
H -1.648 2.121 -4.334 0.49 0.10 -0.02 0.4533
H 2.625 2.381 -3.637 -0.31 0.00 -0.06 0.4839
H 0.627 2.952 -5.076 0.06 -0.12 0.04 0.4446
H 3.494 0.857 -2.032 -0.26 0.01 0.21 0.5036
H 2.949 1.862 -0.688 -0.30 -0.22 -0.27 0.4162
H -2.181 -1.250 -3.884 0.45 -0.86 0.22 0.3060
H -2.997 0.956 -2.758 -0.13 -0.14 -0.05 0.5334
H -0.742 -3.374 -2.666 0.01 -0.45 0.81 0.3282
O -1.957 -2.202 -3.991 -0.92 1.12 -0.78 -0.5904
H -2.507 -2.410 -4.776 0.56 -0.30 0.60 0.3069
H -0.213 -1.521 -0.559 -0.04 1.05 0.32 0.2612
O -0.459 -3.783 -1.813 0.61 0.93 -0.88 -0.6039
H 0.438 -3.407 -1.693 -0.75 -0.47 0.02 0.2943
C 2.759 -1.774 -1.446 -0.15 -0.03 0.26 -1.4378
H 3.803 -1.664 -1.774 -0.31 -0.02 0.16 0.4144
H 2.645 -2.697 -0.864 0.06 0.01 -0.37 0.3901
H 2.094 -1.780 -2.320 0.16 -0.13 0.20 0.4006
C 3.556 -0.344 0.921 -0.27 -0.20 0.23 -1.1163
H 3.472 -1.278 1.491 0.19 0.33 0.14 0.4139
H 4.566 -0.264 0.491 -0.43 -0.06 -0.02 0.4442
H 3.356 0.519 1.569 0.06 -0.33 0.00 0.3122
C -2.976 1.802 0.442 -0.10 0.21 -0.10 -1.1890
H -3.961 1.990 0.008 0.04 0.07 0.11 0.4226
H -3.071 1.595 1.513 0.09 0.00 -0.15 0.2806
H -2.333 2.675 0.295 -0.13 -0.09 0.10 0.3982
C -3.379 -0.991 -0.263 -0.18 0.14 0.08 -1.2939
H -3.552 -1.157 0.805 -0.11 -0.21 -0.22 0.4169
H -4.312 -0.730 -0.771 -0.01 -0.21 0.17 0.4401
H -2.906 -1.865 -0.721 -0.18 0.08 0.14 0.3601
C -1.543 0.893 4.313 0.17 0.17 -0.03 -1.0862
Si 0.020 0.106 3.589 0.03 -0.27 1.26 0.1230
C 1.563 0.899 4.349 -0.21 0.14 -0.03 -1.0463
C 0.000 -1.688 4.213 0.01 0.00 -0.12 -1.0259
O 0.072 0.344 2.001 -0.10 -0.18 -2.92 -0.8466
H -1.482 0.842 5.413 -0.15 0.09 -0.36 0.3426
H -2.473 0.396 3.998 0.29 -0.03 0.10 0.3021
H -1.628 1.949 4.014 0.07 -0.20 0.18 0.2916
H 1.498 0.850 5.449 0.16 0.08 -0.34 0.3459
H 2.496 0.410 4.030 -0.28 -0.02 0.13 0.2852
H 1.635 1.954 4.042 -0.04 -0.21 0.20 0.2805
H -0.888 -2.270 3.923 0.17 0.25 0.02 0.3096
H 0.881 -2.282 3.927 -0.16 0.23 0.04 0.3170
H -0.004 -1.623 5.316 0.01 -0.06 -0.34 0.3264


82
Properties=species:S:1:pos:R:3:forces:R:3:mulliken_charge:R:1 method="wB97M-V/def2-TZVPD" charge=+1 multiplicity=1 e_homo_ev=-13.1 fmax_ha_per_bohr=0.1038 homo_lumo_gap_ev=11.2
N -0.436 0.100 -0.140 0.66 0.05 0.89 1.6006
H -0.987 0.642 -0.790 -0.60 0.29 0.16 0.0140
H -0.583 -0.885 -0.306 0.13 -0.52 -0.57 -0.0181
H -0.698 0.232 0.826 -0.46 0.51 0.43 -0.0962
H 0.522 0.409 -0.225 0.56 -0.31 -0.09 0.5804
C 4.727 2.881 -2.753 1.41 0.81 1.25 -0.5029
C 4.409 1.797 -3.803 1.28 0.49 1.51 -0.3177
O 3.356 1.054 -3.186 -1.76 -0.50 -1.16 -0.2515
S 3.278 1.137 -1.610 0.43 -0.56 0.27 0.7134
O 4.258 0.163 -1.128 -1.65 2.44 -0.22 -0.6680
O 1.893 1.044 -1.117 3.69 1.07 -1.48 -0.4694
O 3.803 2.747 -1.683 -1.77 -1.94 1.44 -0.3992
H 4.727 3.925 -3.065 -0.85 -0.13 -0.49 0.3135
H 5.689 2.864 -2.241 0.47 -0.89 -0.57 0.3171
H 5.233 1.088 -3.883 0.07 0.31 -0.45 0.2902
H 4.194 2.343 -4.721 -0.78 -0.92 -0.14 0.3350
C 1.409 4.277 0.680 0.93 -1.19 -0.23 0.3893
C 0.953 5.471 -0.055 -2.15 0.90 -0.08 -0.3400
O -0.513 5.398 0.111 -0.32 0.01 0.26 -0.4456
S -1.133 3.931 0.508 -0.71 0.90 -1.59 1.2539
O -1.878 3.458 -0.676 1.77 0.45 2.95 -0.5544
O -1.823 3.996 1.811 2.29 -0.26 -2.94 -0.5477
O 0.385 3.240 0.454 -0.65 0.87 0.89 -0.0423
H 1.657 4.410 1.733 -0.55 -0.03 0.03 -0.1568
H 2.330 3.997 0.168 -0.08 -0.86 0.24 0.0159
H 1.252 5.490 -1.103 -0.54 -0.57 -0.21 0.2816
H 1.253 6.461 0.289 0.00 -0.27 0.66 0.3145
C 0.345 0.458 -4.355 1.51 -0.23 -3.31 -0.2633
C -0.787 1.033 -5.277 0.33 -0.86 0.82 -0.3671
O -1.955 0.890 -4.436 -1.06 -0.57 1.43 -0.4041
S -1.662 -0.034 -3.107 1.69 1.05 -0.88 1.0179
O -1.630 -1.430 -3.370 -0.75 0.35 -0.44 -0.5825
O -2.281 0.439 -1.900 -0.32 0.15 -1.90 -0.5541
O -0.108 0.460 -3.074 -1.44 -0.02 2.23 0.1038
H 1.283 1.004 -4.456 -0.32 0.41 0.39 0.1303
H 0.625 -0.542 -4.686 -0.32 -0.34 0.10 0.2418
H -0.990 0.450 -6.175 0.36 -0.07 0.10 0.2999
H -0.603 2.070 -5.557 -0.48 0.08 0.41 0.2798
C -4.085 -5.011 -1.327 0.98 -1.31 0.53 -0.3462
C -3.330 -5.298 0.022 -1.25 -2.31 -0.88 -0.3743
O -3.215 -4.078 0.615 0.70 4.49 0.47 -0.2962
S -2.963 -2.816 -0.497 -0.75 0.15 -0.60 0.8910
O -1.517 -2.542 -0.619 -2.99 -0.64 0.48 -0.6024
O -3.903 -1.655 -0.289 2.99 -4.39 -0.51 -0.5736
O -3.358 -3.869 -1.764 0.12 2.54 0.79 -0.3533
H -5.172 -4.937 -1.340 -0.01 0.89 0.81 0.2968
H -3.955 -5.781 -2.088 0.75 -0.01 0.09 0.3038
H -2.375 -5.816 -0.070 0.32 0.41 -0.78 0.2353
H -3.819 -5.920 0.771 -0.74 0.01 -0.33 0.3498
C -3.975 -2.336 3.368 0.54 -0.81 0.28 -0.1875
C -2.556 -2.652 3.955 -0.57 0.18 0.17 -0.4675
O -1.687 -1.623 3.537 -0.16 1.86 -1.56 -0.1767
S -2.526 -0.224 3.304 -0.13 -0.18 2.15 0.8830
O -1.951 0.535 2.199 -1.27 -1.59 1.67 -0.4398
O -2.643 0.429 4.639 -0.25 -1.71 -3.82 -0.5544
O -3.933 -1.030 2.795 1.91 1.82 1.18 -0.3629
H -4.650 -2.488 4.210 -0.44 0.73 -0.22 0.3093
H -4.299 -2.969 2.542 0.32 -0.14 0.15 0.1922
H -2.157 -3.609 3.617 0.00 0.16 0.04 0.2956
H -2.548 -2.562 5.042 -0.35 -0.55 0.05 0.3053
C -0.165 3.040 4.760 2.12 1.46 1.12 -0.4485
C 1.397 3.359 4.718 -1.68 -1.88 -0.64 -0.2034
O 1.943 2.026 4.196 -0.51 0.52 0.53 -0.3709
S 0.798 1.030 3.564 1.29 1.21 -0.44 0.7037
O 0.529 -0.117 4.402 0.09 1.99 -0.64 -0.5521
O 1.182 0.723 2.179 -1.11 1.02 2.37 -0.2258
O -0.326 2.248 3.634 -0.14 -2.39 -1.43 0.0003
H -0.672 4.000 4.665 -0.35 -0.29 -0.50 0.3652
H -0.524 2.574 5.678 0.25 -0.29 -0.04 0.2786
H 1.842 3.698 5.654 0.16 -0.82 -0.01 0.3756
H 1.558 4.137 3.972 0.22 -0.37 -0.22 0.0973
C 1.837 -2.552 0.135 1.14 -1.52 1.35 0.1282
C 2.402 -4.017 0.192 0.57 2.07 -0.99 -0.4931
O 1.908 -4.522 -1.048 -0.46 -1.41 -0.98 -0.4010
S 2.066 -3.484 -2.289 1.48 0.02 1.82 1.1765
O 1.009 -3.582 -3.248 0.79 0.12 1.20 -0.4979
O 3.460 -3.557 -2.744 -2.80 0.83 1.09 -0.5699
O 1.719 -2.200 -1.202 0.42 -0.43 -3.01 -0.0337
H 2.620 -1.944 0.589 -0.60 0.49 0.31 0.1954
H 0.859 -2.562 0.616 0.02 0.48 0.05 -0.0815
H 2.171 -4.568 1.103 -0.73 -0.30 -0.62 0.3690
H 3.489 -3.948 0.149 0.12 -0.20 -0.17 0.3489